Entry 1:
28
Properties=species:S:1:pos:R:3:forces:R:3 method="wB97M-V/def2-TZVPD" charge=0 orbital_gap_ev=8.77
O -0.7083 -2.4322 -0.2048 -0.332 -1.764 0.142
O -2.3025 0.1685 1.3895 0.468 -0.014 -0.492
H -0.5793 2.0055 -0.6455 0.212 0.199 0.828
H -0.0425 0.9376 -1.7485 0.993 0.858 -0.396
H -4.3052 0.4112 1.9328 0.357 0.565 -0.393
C 2.4705 0.3317 -0.6336 2.708 0.932 2.897
H 1.3608 -3.7331 0.1220 0.172 2.599 -0.309
C 1.1536 0.6933 0.0110 -0.053 1.502 -0.389
C 0.3870 1.6455 -0.9984 -2.245 -3.411 0.683
H 0.4069 2.0176 1.4085 -0.281 0.451 0.927
N 0.3706 -1.7970 -0.0038 -0.676 0.124 -1.152
H 1.4296 0.7265 2.2143 -0.663 0.156 -0.434
H 2.1144 -2.2030 0.8323 1.135 -0.147 0.437
C 1.6019 -2.5893 -0.0178 0.519 -1.837 -1.078
H -2.4075 -0.5538 -1.7804 0.393 -0.501 -2.035
H 2.1907 -2.4378 -0.9941 -0.983 -0.320 1.614
H -4.6442 0.4089 -0.7169 -3.325 0.370 -1.648
C -3.7946 0.2144 -0.2296 0.692 0.056 1.259
C 1.2968 1.4225 1.3617 1.264 -0.563 0.393
H 2.2620 -0.5021 -1.2566 0.743 -0.246 -1.152
C -3.6121 0.4274 1.0908 -0.601 -0.614 0.478
H 2.2294 2.0304 1.4837 -0.847 -0.054 -0.784
C 0.3136 -0.5265 0.1209 -4.980 1.800 0.989
H 3.0773 1.2073 -1.0307 -1.256 -1.091 -0.163
H 3.1771 0.0321 0.2585 -1.149 -0.140 -1.733
C -1.7705 -0.1547 0.2109 5.870 -1.209 -0.187
H 0.9314 2.4534 -1.3372 1.467 1.382 -0.967
C -2.6066 -0.2043 -0.8389 0.400 0.920 2.664



Entry 2:
28
Properties=species:S:1:pos:R:3:forces:R:3 method="wB97M-V/def2-TZVPD" charge=0 orbital_gap_ev=9.10 smiles="Cc1ccc(O)cc1.CCC(N)=O"
H -2.6885 -2.1377 -1.4123 0.552 0.204 0.071
H 1.0436 -0.5013 -0.2448 -0.031 0.059 -0.274
C 1.3203 0.5440 -0.3681 0.102 -0.705 0.781
H -1.6467 -1.0142 1.1051 -0.093 -0.370 -0.223
N -2.0344 -3.8356 0.3705 -0.582 0.632 0.357
H 3.2562 2.7285 1.2336 0.382 0.275 -0.404
H 2.5252 4.2109 -0.6079 -0.222 0.164 -0.362
H 2.2961 -0.9474 1.5299 0.075 -0.266 -0.583
C -2.1534 -0.6528 0.1935 1.503 -0.755 0.826
H -2.0699 -4.7245 0.8339 0.256 -0.027 0.050
H -3.9987 -1.3751 -0.6172 -0.119 -0.354 0.287
H -1.3238 -3.5704 -0.2771 0.374 -0.415 -0.106
C 2.2830 1.0202 0.5633 -1.588 -0.535 -1.758
O -4.0192 -3.1616 1.2652 0.269 0.027 0.333
H 2.5143 0.3430 2.6220 -0.521 0.222 -0.516
H -2.6445 0.2096 0.6359 -0.461 0.198 -0.873
H 0.9762 4.1691 -2.5854 0.664 1.158 0.137
O 0.5986 3.3243 -2.4317 -0.935 -0.968 0.513
C 2.1625 3.1966 -0.5850 -0.929 -1.534 1.373
C 1.1068 2.6675 -1.3168 0.515 0.526 -3.024
C -3.0737 -2.9577 0.5351 -0.710 -0.345 -1.237
C -2.9999 -1.7748 -0.4330 -0.707 0.565 0.708
H -1.2949 -0.4118 -0.4302 -0.354 0.613 -0.178
H 3.8234 -0.0063 1.7318 0.137 -0.383 -0.833
C 2.6409 2.3445 0.4234 0.592 0.161 1.096
H -0.0361 0.9555 -2.0000 -0.216 0.032 -0.234
C 0.6948 1.3234 -1.3102 1.230 0.857 1.612
C 2.7417 0.0341 1.5766 0.819 0.968 2.461



Entry 3:
28
Properties=species:S:1:pos:R:3:forces:R:3 method="wB97M-V/def2-TZVPD" charge=0 orbital_gap_ev=8.53 smiles="Cc1ccc(O)cc1.CCC(N)=O"
H -0.7031 3.0380 -2.0879 0.415 0.467 -0.041
C -0.8850 2.1629 -0.1038 -0.019 0.085 -1.519
H -0.4204 4.2646 -0.6947 -0.075 -1.207 -0.636
H -1.3636 1.1654 -0.5029 0.556 2.574 0.919
O -2.3938 -0.5910 -1.1309 -3.513 1.316 0.268
H -2.3906 -1.7173 1.1254 1.799 -0.278 -1.121
C 0.5919 1.8752 0.2003 1.260 1.362 1.527
H 2.3003 -2.4637 2.1632 0.734 0.302 -0.292
H 1.7653 -3.6911 1.1927 -0.335 -2.549 -0.162
C 0.0330 -0.8033 -1.3021 -3.749 2.899 -3.559
H -1.9638 3.6599 -1.1028 -2.038 0.541 -0.268
C 2.1815 -2.7540 1.1123 0.884 2.734 -1.142
C 1.0208 -1.9382 0.4899 1.194 -0.752 0.517
C -0.9700 3.3594 -1.0841 1.338 -0.582 0.362
C -1.3680 -1.7423 0.5771 0.336 0.937 -0.487
C 1.1877 -1.1215 -0.6868 1.500 -1.852 2.063
H 2.2090 -0.7735 -1.0691 -1.672 -0.863 0.638
H -3.1382 -0.5900 -0.3678 2.918 -0.241 -2.662
O 1.6341 2.2052 -0.3891 -2.231 -0.748 0.039
H -0.0668 1.1815 1.9994 -3.879 -1.174 2.202
H -0.2291 -2.6219 2.1577 0.220 -0.731 0.350
C -0.2105 -2.2486 1.1593 0.218 2.418 -2.322
C -1.2187 -1.0468 -0.6935 0.042 -2.204 3.544
H -1.3695 2.6282 0.7905 0.363 -1.348 -0.225
H -0.0849 -0.1464 -2.3404 0.709 -1.746 2.852
H 3.1209 -2.7544 0.4512 -1.291 0.043 1.395
H 1.5936 1.4030 2.0189 -1.884 -0.029 -1.654
N 0.6633 1.4352 1.4879 6.200 0.625 -0.587



Entry 4:
28
Properties=species:S:1:pos:R:3:forces:R:3 method="wB97M-V/def2-TZVPD" charge=0 orbital_gap_ev=8.42 smiles="CC1=C(C)C(C)([N+](=O)[O-])C(C)=C1C"
H 0.1655 -3.4232 -0.8372 -1.909 -2.093 0.510
C -0.5899 0.6770 0.7697 3.758 -0.602 -3.219
H -2.0933 1.0571 2.2455 0.196 -0.204 -0.004
H 2.0298 2.5870 -0.3542 -0.306 0.239 0.650
H 2.3391 -0.9543 -2.0503 0.196 2.120 0.425
C 0.8535 -2.6823 -0.7005 1.771 3.860 0.627
H 0.9962 2.8729 1.1989 0.583 -0.286 -0.841
H 1.4446 0.5091 -2.5089 -0.451 0.264 -0.114
H 2.8931 0.7599 -1.5214 0.267 -0.079 -0.453
C -1.7818 -1.4871 1.3067 0.208 1.113 -0.638
H -2.6431 -1.4924 0.6178 0.039 -0.206 0.615
H 1.6505 -2.8387 0.0732 -0.232 -0.985 -1.258
C 2.0456 0.1192 -1.7031 0.419 -2.282 -2.698
H 1.2164 -2.5095 -1.7654 0.128 -0.115 1.535
C -0.6482 -0.7950 0.6033 -0.818 -0.836 0.028
O 1.9669 -0.4437 1.7329 0.754 0.508 -0.214
H -1.4633 -2.4487 1.5935 -0.049 -1.431 0.208
C 0.5571 1.0634 0.0869 -3.275 2.120 1.656
H -0.9619 2.3599 2.0510 0.239 -0.335 -0.178
H -1.9893 -0.9212 2.2241 -0.311 -0.319 -0.305
O 3.4963 -0.1440 0.2490 0.622 0.212 0.709
C 1.0508 2.4901 0.1483 -1.287 0.827 -1.042
C 0.3339 -1.3378 -0.1460 0.628 2.076 -1.631
H -2.2994 2.1822 0.9190 1.775 -1.445 0.438
H 0.3126 3.1821 -0.4335 1.248 -1.133 0.838
C -1.4730 1.5564 1.4994 -2.752 2.333 0.565
N 2.3364 -0.1807 0.5982 1.250 -1.981 1.701
C 1.3204 -0.0585 -0.4703 -2.690 -1.341 2.088



Entry 5:
28
Properties=species:S:1:pos:R:3:forces:R:3 method="wB97M-V/def2-TZVPD" charge=0 orbital_gap_ev="6.98 / 6.98"
H 0.8790 1.6827 2.4973 0.089 0.477 0.300
C 0.7607 -0.5874 -2.3873 -0.818 0.195 -2.411
C -1.7649 0.6954 2.3894 0.915 -0.413 1.145
H 0.1974 0.2836 -2.2452 -0.399 1.512 0.039
C 1.8413 0.0915 1.5427 -0.169 -0.846 1.518
H -1.8074 1.6057 3.0043 0.427 -0.077 -0.242
H 2.3428 -0.2282 -3.6306 -1.569 -0.759 -0.954
C 0.8457 -1.3855 -1.3688 2.033 -3.598 0.284
C -2.4088 1.5048 -0.8304 0.481 0.488 0.085
H 2.7873 0.1845 2.0878 -0.365 -0.047 0.200
H -1.4656 -0.1545 3.0521 -1.396 0.431 -0.037
C 0.6457 0.6493 2.2814 1.205 -0.077 1.774
H -2.7631 0.6292 1.9457 0.690 -0.479 -0.484
O 0.3705 -1.9154 2.3589 -1.461 -0.979 2.239
H 1.4913 -2.4086 -1.5134 -1.731 2.447 0.619
H -3.3033 1.5399 -1.4548 0.503 -0.043 -0.117
H -2.0913 2.4778 -0.3802 -0.531 -1.106 0.097
H 1.6812 -1.8769 -3.8620 -0.298 0.710 0.428
C 1.3359 -0.8172 -3.7215 4.249 -1.045 1.361
C 0.3463 -1.0581 -0.0973 -2.531 3.094 3.203
C -1.6560 0.4010 -0.7025 0.344 -0.730 0.141
H 1.9096 0.6002 0.6306 0.495 0.401 -1.506
S 1.2927 -1.6835 1.2739 1.135 1.542 -2.605
C -0.5909 0.1551 0.2965 2.242 -4.792 -3.079
N -0.5621 0.6373 1.5281 -1.385 0.870 -0.185
H 0.8488 -0.6135 -4.6162 -1.268 1.064 -1.220
H -1.6911 -0.5184 -1.3518 -0.825 1.177 0.587
H 0.5285 0.1092 3.2736 -0.062 0.584 -1.181



Entry 6:
26
Properties=species:S:1:pos:R:3:forces:R:3 method="wB97M-V/def2-TZVPD" spin_multiplicity=2 charge=-1 orbital_gap_ev="2.81 / 6.75"
H 1.0117 1.8332 -2.5842 -0.003 0.570 -0.221
C -0.3425 0.1521 -1.2641 -1.097 -0.489 -1.050
C -2.1792 1.6946 -1.6774 0.263 -1.056 -1.392
C 2.6169 -0.1280 2.2160 -0.076 -0.710 0.763
H -0.2435 3.1328 -2.6156 0.133 0.455 -0.644
H 2.4436 0.8653 2.6409 0.510 -0.103 -0.056
H -4.1406 0.9859 -1.1470 0.166 -0.032 0.624
C -0.0090 2.1153 -2.8940 0.152 -1.997 1.168
H 3.5084 -0.6220 2.6048 0.358 0.442 0.191
H -3.3077 -0.8309 0.2416 0.326 -0.819 -0.236
H 1.1769 -3.1493 2.2084 -0.385 0.202 0.314
H 0.4351 -2.1590 1.0209 0.355 0.247 -0.398
C -2.5766 -0.3506 -0.4054 -0.532 0.057 -0.551
H 1.4497 -1.3454 3.6450 0.476 -0.063 -0.035
C 1.4226 -1.0398 2.5959 0.276 1.793 -0.161
H -0.1049 1.8055 -3.9433 -0.127 0.658 0.110
H 0.7012 -0.0959 -1.2286 0.434 0.019 -0.482
C -3.0712 0.8127 -1.0012 -0.578 0.874 0.459
H 0.5858 -0.3304 2.5856 -0.435 -0.696 -0.474
H 2.2267 -2.5057 1.1321 -0.154 0.927 -0.330
H 2.7863 -0.0519 1.1441 -0.468 0.093 -0.111
H -2.6114 2.6341 -2.0364 0.457 -0.211 -0.365
C -0.9054 1.2206 -2.0195 0.198 1.842 1.247
C -1.2857 -0.7600 -0.6550 0.319 0.057 1.212
H -0.8977 -1.6800 -0.2243 -0.220 0.087 0.057
C 1.3105 -2.2031 1.6607 -0.348 -2.147 0.362



Entry 7:
26
Properties=species:S:1:pos:R:3:forces:R:3 method="wB97M-V/def2-TZVPD" spin_multiplicity=2 charge=-1 orbital_gap_ev="3.07 / 7.20"
H 1.2530 2.8896 -1.0726 0.477 -0.429 0.000
H -1.7915 1.3564 0.3353 0.231 0.215 -0.324
H -0.5009 3.8114 0.1046 0.177 0.227 0.117
C -1.3540 2.0722 1.0370 -0.128 -0.285 -0.033
C -0.1507 2.8657 0.5131 0.068 -1.253 -0.170
H -2.5601 -2.1753 0.3693 -0.103 -0.127 0.091
H -2.1575 2.7394 1.3387 -0.106 0.119 0.254
H -0.5619 -1.8843 1.8535 0.223 0.007 -0.007
H -0.0128 1.7047 -1.3155 -0.038 -0.191 -0.091
H 2.5763 -0.5174 0.8799 -0.079 0.042 0.082
H 1.8452 -1.1514 -1.6074 -0.171 -0.222 -0.189
H -1.0743 1.4430 1.8767 0.042 -0.004 0.236
H 1.2424 1.2961 -0.1599 0.140 0.073 -0.073
H 1.6665 -1.4356 2.0998 0.247 -0.084 0.157
C -0.4459 -1.7650 0.7804 0.121 -0.326 -0.045
C 0.6610 2.1186 -0.5688 -0.741 0.817 0.062
H 0.5364 3.0010 1.3524 -0.141 0.632 0.000
H -0.0584 -1.7787 -3.1332 -0.262 0.058 -0.181
C 2.0280 -1.4482 1.0739 0.049 0.297 -0.667
C -0.2442 -1.6620 -2.0777 0.206 0.152 0.640
H 2.7537 -2.2486 0.9057 -0.100 -0.124 0.238
C -1.4588 -1.9795 -1.4348 0.134 -0.027 -0.021
C 0.8337 -1.5874 0.1602 -1.423 0.219 0.546
C -1.5820 -2.0210 -0.0656 0.234 0.308 -0.228
C 0.8724 -1.4524 -1.2009 1.457 0.007 -0.148
H -2.3156 -2.1914 -2.0442 -0.515 -0.102 -0.245



Entry 8:
26
Properties=species:S:1:pos:R:3:forces:R:3 method="wB97M-V/def2-TZVPD" charge=0 orbital_gap_ev=9.86 smiles=CCc1ccccc1.CC
H 0.9062 -1.6642 0.0151 -0.049 -0.031 0.101
C 1.6062 1.4505 -2.2133 2.462 0.010 -1.228
H -1.3972 1.1394 -2.2327 0.123 -0.066 0.085
C 1.2095 -0.1676 2.7411 -0.578 -1.398 1.351
H -0.8477 0.7675 2.7732 0.518 0.052 -0.738
H -3.3435 -0.1659 -2.0992 -0.614 -0.427 -0.060
H 1.4899 0.8378 -0.0972 0.821 -0.284 0.036
H 1.5992 -0.5573 3.7043 0.530 0.805 -0.345
H 2.0330 0.1046 2.0999 0.105 0.011 -0.233
H 2.1811 2.3432 -1.9454 -0.417 0.285 -0.072
C -2.3077 -1.8806 -1.1031 -1.435 0.429 0.243
C 0.9323 0.9381 -1.0097 -3.988 1.211 0.866
C -0.0141 -1.3878 -0.4824 -1.203 -0.836 0.058
C -2.4639 -0.5882 -1.6583 1.853 -0.980 -0.251
H 0.9851 1.6805 -3.0976 0.043 -0.242 0.640
C -1.3200 0.1604 -1.7603 -0.005 0.881 0.352
H 0.7759 -1.1386 2.4614 -0.284 0.574 -0.904
H -1.0435 -3.2046 0.0763 -0.258 -0.048 -0.199
C 0.1967 0.9618 3.0648 -0.281 -1.830 0.034
H 2.4420 0.8008 -2.5318 -0.543 -0.197 -0.210
C -0.1103 -0.1812 -1.1305 0.352 0.436 -0.304
H -3.2006 -2.5010 -1.1580 0.316 -0.255 0.376
H 0.5635 1.8877 2.6498 -0.206 0.492 0.520
H 0.0912 0.8416 4.1379 0.211 1.292 0.343
H 0.1904 1.7861 -0.7559 1.216 -0.830 0.098
C -1.1537 -2.2629 -0.4484 1.309 0.947 -0.557



It is found that the ΔE to the lowest compared entry with this formula, charge and spin values, taken in the order of the records, are 189.5 26.2 69.0 133.5 72.9 28.9 6.3 31.4 kcal per mole.
It is found that the total energy values, taken in the order of the records, are -16190.876 -16197.958 -16196.100 -16193.303 -24981.092 -10627.058 -10628.037 -10628.382 eV.